[1]
Computed, not measured: a molecular structure, C31H86N7O10Pd at a distorted geometry, with ωB97M-V/def2-TZVPD.

- HOMO level (alpha / beta) (eV) = -10.80 / -10.80
- E (Eh) = -2495.88126
- LUMO (alpha / beta) (eV) = -1.7 / -3.2
- M (g/mol) = 823.488
- total charge = +1
- frontier orbital gap (alpha / beta) (eV) = 9.1 / 7.6
- 2S+1 = 3
- <S²> = 2.01

Structure (XYZ):
```
135
Properties=species:S:1:pos:R:3:forces:R:3:lowdin_spin:R:1
Pd 1.56006 1.97921 1.10744 0.1 0.2 -0.9 1.367
C -0.18424 -0.23383 -0.32854 -0.5 0.2 1.0 0.027
O 1.01646 0.43010 -0.22793 1.1 0.1 0.2 0.264
H -0.78483 0.20355 -1.13085 -0.3 -0.3 -0.1 -0.001
H -0.03110 -1.32154 -0.47151 -0.1 0.3 -0.2 0.010
H -0.77261 -0.15249 0.62292 0.0 0.0 -0.5 0.009
C -4.46848 1.42035 1.04240 0.0 -1.0 -0.5 0.000
C -4.07925 1.99224 -0.32784 -0.4 -0.6 1.7 0.000
C -5.13251 2.93253 -0.86029 1.4 1.2 -0.3 0.000
O -6.39471 2.53215 -0.54736 -1.1 -0.5 -0.3 0.000
C -7.38201 3.47001 -0.91434 -0.7 -0.3 -0.5 0.000
N -2.82924 2.71023 -0.08351 0.6 0.0 -1.4 0.000
H -5.40307 0.85215 1.08364 0.1 0.4 -0.3 0.000
H -4.48068 2.17552 1.81632 -0.1 0.4 0.1 0.000
H -3.68248 0.71663 1.28401 0.3 -0.2 0.3 0.000
H -3.85857 1.17357 -1.02737 -0.2 0.2 0.2 0.000
H -4.86376 3.02979 -1.93384 -0.8 0.3 0.0 0.000
H -5.01319 3.93976 -0.39172 0.4 -0.3 -0.3 0.000
H -7.23016 4.48876 -0.52686 0.3 -0.3 0.2 0.000
H -8.30319 3.06209 -0.49809 -0.1 0.3 -0.2 0.000
H -7.47922 3.55361 -2.01553 0.1 -0.1 0.4 0.000
H -2.48283 2.99814 -1.00619 0.2 0.0 0.4 0.000
H -3.07113 3.57443 0.37236 -0.1 0.4 0.3 0.000
C 3.15561 -2.58593 -1.58239 -0.5 1.0 -0.9 0.000
C 2.60963 -3.14805 -0.29688 -0.2 0.9 0.2 0.000
C 3.49467 -4.26178 0.07671 -0.1 -1.8 0.7 0.000
O 2.90853 -4.93369 1.21964 0.9 0.6 -0.1 0.000
C 3.85543 -5.79484 1.86118 -1.2 -0.4 -0.8 0.000
N 2.66584 -2.09317 0.76310 -0.2 0.2 0.1 0.000
H 2.55323 -1.71717 -1.90523 0.1 -0.4 0.1 0.000
H 3.18552 -3.30241 -2.41404 -0.2 0.0 0.3 0.000
H 4.15971 -2.20779 -1.45974 0.5 0.1 0.2 0.000
H 1.64510 -3.61963 -0.53287 -0.3 0.5 0.5 0.000
H 4.52845 -3.92359 0.20110 0.0 0.1 0.8 0.000
H 3.57479 -4.98034 -0.74622 -0.3 -0.1 -0.1 0.000
H 4.79382 -5.29017 1.87365 0.9 0.4 0.8 0.000
H 4.00267 -6.67649 1.23853 0.0 -0.3 0.0 0.000
H 3.44067 -6.12167 2.82635 0.4 0.4 -0.2 0.000
H 2.18594 -1.20630 0.55585 0.1 -0.5 -0.7 0.000
H 2.32266 -2.31086 1.70845 0.2 -0.6 -0.8 0.000
C 0.29248 3.98826 -1.89634 -0.2 -0.6 -0.6 0.000
C 1.74061 4.19563 -1.59876 1.2 -2.3 0.9 0.009
C 2.06262 5.47270 -0.88877 0.5 0.3 -0.2 0.000
O 1.30058 5.63968 0.28751 -0.7 -0.1 0.2 0.002
C 1.23430 6.98999 0.74542 1.2 0.3 -1.7 0.000
N 2.32407 2.97856 -0.79767 -1.2 1.5 -0.3 0.100
H -0.29443 4.25886 -1.03206 -0.4 -0.2 0.1 0.000
H 0.13386 2.93972 -2.22473 -0.1 0.6 0.4 0.000
H -0.00058 4.63289 -2.72585 -0.1 0.1 0.0 0.000
H 2.30058 4.15227 -2.53632 0.1 0.3 -0.1 0.003
H 1.92879 6.26542 -1.66605 0.0 0.0 0.9 0.000
H 3.11036 5.41498 -0.56893 0.2 0.4 -0.3 0.000
H 0.82710 7.58712 -0.09299 -0.4 0.0 0.7 0.000
H 2.26626 7.39076 0.83830 -0.4 -0.2 0.5 0.000
H 0.67098 7.06366 1.66787 0.0 -0.1 -0.1 0.000
H 3.31025 3.18800 -0.67116 0.0 -0.3 0.0 0.003
H 2.22877 2.16639 -1.41847 0.2 0.1 -0.1 -0.001
C -1.77617 3.89808 3.01036 -2.4 1.5 1.5 0.005
C -0.49876 3.27226 2.79627 1.9 -1.9 0.2 0.009
C -0.43290 1.85228 3.49795 -0.1 0.8 -0.7 0.002
O 0.89782 1.32544 3.27442 -1.1 0.4 0.1 0.049
C 0.90645 -0.06206 3.61260 0.3 0.2 0.4 0.001
N -0.20634 3.18899 1.36008 -0.4 -0.7 -0.6 0.090
H -1.97867 4.80076 2.42172 0.4 0.0 0.1 0.000
H -1.95980 4.16333 4.07054 0.1 -0.1 -0.5 0.001
H -2.54614 3.20327 2.73330 -0.6 -0.4 -0.1 0.000
H 0.33840 3.80767 3.23165 0.1 0.4 0.2 0.002
H -1.22860 1.14767 3.15523 0.6 0.4 -0.4 0.000
H -0.64689 1.93949 4.57938 0.5 0.3 -0.3 0.001
H 0.41146 -0.19447 4.56786 -0.7 -0.2 0.0 0.001
H 1.90763 -0.35734 3.87547 0.5 -0.1 -0.7 0.000
H 0.47023 -0.62290 2.79111 0.0 -0.4 0.2 0.000
H -0.97717 2.71594 0.84986 0.2 0.1 0.4 0.001
H -0.16413 4.12732 0.94341 0.5 -0.3 0.4 0.004
C -0.41910 -3.52991 2.24395 -0.7 -1.5 -0.7 0.000
C 0.06199 -3.65976 3.66514 -1.4 1.0 0.9 0.000
C -0.14747 -5.08179 4.18976 0.6 -0.5 0.9 0.000
O 0.41907 -5.21718 5.55062 -1.7 0.1 -0.9 0.000
C -0.57135 -4.87461 6.54667 1.0 -0.2 -0.1 0.000
N 1.40156 -3.15784 3.73837 0.6 0.1 -0.9 0.000
H 0.27609 -4.18177 1.66240 -0.5 0.7 -0.2 0.000
H -0.50769 -2.51420 1.83574 0.4 -0.3 0.2 0.000
H -1.42849 -3.99510 2.14556 0.6 0.3 0.0 0.000
H -0.53277 -2.96790 4.29424 -0.1 -0.4 0.0 0.000
H 0.37180 -5.81104 3.53565 0.0 0.3 0.4 0.000
H -1.21629 -5.38048 4.19775 0.5 0.3 0.1 0.000
H -0.79550 -3.81682 6.51574 -0.1 0.3 0.1 0.000
H -0.19088 -5.14847 7.52221 0.6 0.3 0.1 0.000
H -1.48435 -5.44545 6.52395 -0.5 -0.3 -0.8 0.000
H 1.90846 -3.60896 2.97516 0.5 -0.2 0.6 0.000
H 1.81722 -3.33700 4.63539 0.3 -0.4 0.2 0.000
C -5.38068 -2.59400 -3.95902 0.5 -1.2 -0.3 0.000
C -5.14586 -3.97706 -3.37018 -0.3 -0.4 -0.3 0.000
C -4.20721 -3.90839 -2.16428 -1.3 -1.1 -0.7 0.000
O -2.93184 -3.64156 -2.61169 -0.4 0.1 -1.7 0.000
C -1.95264 -3.78344 -1.68789 1.3 -0.2 1.3 0.000
N -6.48872 -4.54416 -3.13161 0.6 0.2 0.3 0.000
H -4.43056 -2.13155 -4.12167 0.6 0.6 0.2 0.000
H -5.96721 -2.08445 -3.20678 -0.3 0.7 -0.2 0.000
H -5.83754 -2.66467 -4.94324 -0.5 0.1 0.2 0.000
H -4.61451 -4.66602 -4.03234 -0.2 0.2 -0.4 0.000
H -4.26872 -4.89709 -1.69846 0.2 0.0 0.4 0.000
H -4.56048 -3.13948 -1.51623 -0.2 0.7 1.1 0.000
H -1.03840 -3.45436 -2.14928 0.5 0.4 0.0 0.000
H -1.73896 -4.79790 -1.33091 -0.4 -0.4 -0.2 0.000
H -2.16472 -3.20686 -0.78997 0.1 0.4 0.3 0.000
H -7.00161 -3.92951 -2.51867 -0.3 0.3 0.1 0.000
H -6.45570 -5.41598 -2.63087 0.2 -0.5 0.0 0.000
C 0.90501 0.20497 -3.99463 -0.4 0.1 -0.1 0.000
C 2.28935 0.71809 -4.31215 1.0 -0.2 -0.4 0.000
C 2.28033 1.94904 -5.18779 0.1 0.3 -0.4 0.000
O 3.64164 2.43247 -5.43749 -1.9 -1.0 0.4 0.000
C 3.64999 3.56884 -6.26527 0.1 -0.1 -0.7 0.000
N 2.89989 1.08773 -3.03657 -0.3 -0.4 0.5 0.001
H 0.36336 -0.20265 -4.84882 0.2 -0.1 -0.1 0.000
H 0.31251 1.03956 -3.60902 0.0 -0.1 0.1 0.000
H 0.95343 -0.55713 -3.20976 0.0 0.1 -0.1 0.000
H 2.89281 -0.00755 -4.88478 -0.2 -0.3 0.4 0.000
H 1.64391 2.65066 -4.62793 0.4 0.7 -0.2 0.000
H 1.76436 1.74572 -6.14800 0.4 0.0 0.3 0.000
H 4.70389 3.75796 -6.47816 -0.2 0.5 0.4 0.000
H 3.08566 4.36365 -5.78636 0.4 0.6 0.2 0.000
H 3.19692 3.47017 -7.27168 -0.1 -0.6 0.4 0.000
H 2.99371 0.26758 -2.42508 0.1 0.5 -0.4 0.000
H 3.79004 1.53161 -3.17369 0.5 -0.1 -0.1 0.000
C 4.59524 1.21419 2.15579 0.1 -1.2 -0.7 0.004
C 4.82491 -0.23519 2.62619 -0.5 -0.1 0.4 0.000
O 5.32030 -1.00033 1.55652 1.4 0.5 0.1 0.000
O 3.69221 1.11075 1.01336 -0.4 1.8 1.7 0.030
H 5.54214 1.75288 1.90458 -0.7 -0.5 0.0 0.001
H 4.05186 1.77446 2.90347 -0.1 0.2 0.2 0.001
H 3.88801 -0.65928 3.04021 0.1 0.3 -0.5 0.000
H 5.49242 -0.25793 3.50014 0.3 0.0 -0.5 0.000
H 4.71938 -1.62899 1.14587 -1.1 0.1 0.4 0.000
H 4.04515 0.58977 0.31922 0.8 -1.1 -0.8 0.001
```
Forces are in eV/Å.

[2]
Computed, not measured: a molecular structure, C31H88F6NO20S2V at a distorted geometry, with ωB97M-V/def2-TZVPD.

- HOMO level (alpha / beta) (eV) = -3.53 / -3.53
- E (Eh) = -5132.88290
- LUMO (alpha / beta) (eV) = 2.0 / 2.0
- M (g/mol) = 1024.098
- total charge = -1
- frontier orbital gap (alpha / beta) (eV) = 5.5 / 5.5
- 2S+1 = 4
- <S²> = 3.75

Structure (XYZ):
```
149
Properties=species:S:1:pos:R:3:forces:R:3:lowdin_spin:R:1
V 3.21792 -1.14285 -1.19274 1.2 0.0 -0.7 2.735
C -0.32528 1.80426 -5.12232 2.3 -0.1 -1.6 0.000
O 0.80151 1.86876 -5.96907 -0.1 0.1 0.8 0.000
H -1.23746 1.73827 -5.71535 -0.6 0.0 0.0 0.000
H -0.23928 0.91987 -4.49100 -0.5 -0.4 0.6 0.000
H -0.37308 2.68484 -4.48170 -0.4 0.5 0.6 0.000
C -0.27295 -3.30898 0.78415 1.7 1.1 0.3 0.004
F -0.78544 -3.78694 1.94053 0.6 -0.1 -1.4 0.001
F 0.24468 -4.25989 -0.03327 -0.8 0.3 1.2 0.001
F -1.19908 -2.64839 0.12566 -0.1 -0.4 0.1 0.000
S 1.28982 -2.11832 1.28031 1.3 -3.0 -0.9 0.017
O 0.93442 -1.60916 2.57526 0.1 0.3 -0.7 0.009
O 2.48212 -2.97681 1.19925 -2.0 1.3 -0.2 0.014
N 1.41363 -1.00469 -0.11087 -1.0 -2.8 2.7 0.050
S 0.53076 0.16726 0.43810 -1.9 5.2 1.4 0.006
O -0.81370 -0.11594 0.94450 1.4 -0.5 -1.0 0.000
O 1.28338 1.09727 1.27957 -0.3 -0.9 -0.9 0.004
C 0.24760 1.17250 -1.12743 0.4 -0.9 1.6 0.001
F -0.65796 0.52934 -1.85749 0.1 1.0 -0.2 0.000
F -0.10417 2.42225 -0.76222 -0.4 -1.0 -0.7 0.000
F 1.41521 1.24421 -1.75084 0.1 0.2 -0.8 0.009
O 4.56314 -2.63430 -1.13526 -0.4 0.0 0.6 0.045
H 4.83275 -3.24836 -0.42480 -0.3 0.7 -0.7 0.007
C 3.71213 4.58550 -4.57472 0.0 0.2 1.0 0.000
C 2.99514 3.43977 -3.87556 -0.7 0.0 -0.6 0.000
O 3.24532 2.26092 -4.59810 1.6 -0.6 1.1 0.001
H 3.66035 5.49437 -3.97525 -0.1 0.2 0.1 0.000
H 3.23730 4.79575 -5.53307 0.2 -0.2 0.0 0.000
H 4.77349 4.34960 -4.65193 0.0 -0.1 -0.4 0.000
H 1.92041 3.61740 -3.83673 -0.1 0.2 -0.3 0.000
H 3.24066 3.24260 -2.83203 0.7 0.3 0.2 0.000
H 2.50452 2.07555 -5.17987 -2.1 -0.4 -1.1 0.000
C 6.07146 1.40526 -2.81136 0.5 -0.5 0.0 0.000
C 5.28150 0.11378 -3.06044 0.6 1.0 0.3 0.002
O 3.91426 0.31398 -2.71213 0.3 -0.7 0.3 0.029
H 5.97296 1.72371 -1.77358 -0.2 0.0 0.0 0.000
H 5.84743 2.24975 -3.46308 -0.3 -0.2 -0.1 0.000
H 7.12071 1.14050 -2.94197 0.2 0.2 -0.1 0.000
H 5.73511 -0.64402 -2.42164 -0.4 -0.3 0.0 0.001
H 5.34457 -0.22121 -4.09577 0.1 0.0 -0.1 0.000
H 3.63942 1.01819 -3.30387 -1.0 0.8 -0.9 0.002
C -0.22566 -2.47347 -2.99120 0.5 -1.1 -0.9 0.000
C 1.22876 -3.02906 -2.89624 -1.3 0.8 0.3 0.005
O 2.12063 -1.94418 -3.02455 0.8 0.5 0.7 0.022
H -0.36181 -1.94623 -3.93543 0.1 0.1 -0.1 0.000
H -0.55265 -1.78738 -2.20989 0.5 -0.3 0.2 0.000
H -0.87858 -3.34527 -3.03318 -0.4 0.1 0.2 0.000
H 1.55470 -3.70171 -3.68959 -0.8 -0.6 0.1 0.001
H 1.36357 -3.48124 -1.91366 0.3 -0.1 -0.2 0.002
H 2.06511 -1.66429 -3.94117 0.3 0.6 0.0 0.000
C -2.06319 -1.76471 5.02120 0.1 0.5 -0.9 0.000
C -2.88314 -1.90529 3.73064 2.0 -1.2 0.1 0.000
O -4.13349 -1.35613 3.85199 -1.9 0.8 0.1 0.000
H -0.99393 -1.84145 4.82397 0.1 -0.2 -0.2 0.000
H -2.32409 -2.52841 5.75388 -0.2 0.5 0.2 0.000
H -2.21798 -0.72727 5.31759 -0.1 -0.1 0.7 0.000
H -2.92962 -2.96504 3.47991 -0.1 -0.3 -0.2 0.000
H -2.36943 -1.43761 2.89072 0.1 0.3 0.1 0.000
H -4.78380 -2.02787 4.06982 0.1 0.0 0.1 0.000
C -1.55016 -5.08199 5.45309 -0.2 -0.1 -1.0 0.000
C -1.02027 -4.96299 6.84216 1.1 -0.1 -0.1 0.000
O -1.94662 -5.33855 7.80813 -1.0 -0.4 0.7 0.000
H -2.53106 -4.63538 5.29033 0.1 0.3 0.3 0.000
H -1.65334 -6.09595 5.06668 0.2 -0.2 0.4 0.000
H -0.83415 -4.58456 4.79886 -0.1 0.1 -0.2 0.000
H -0.65477 -3.95245 7.02470 -0.1 0.3 0.0 0.000
H -0.14567 -5.60755 6.92989 0.3 -0.1 -0.1 0.000
H -1.47343 -5.60430 8.60000 -0.1 0.1 0.0 0.000
C -2.26857 3.98230 1.53427 -0.3 -0.2 0.6 0.000
C -2.46624 5.08834 2.64195 -0.2 -1.9 -1.5 0.000
O -2.38591 6.39011 2.12061 0.5 0.5 0.1 0.000
H -2.51260 2.99176 1.91816 0.0 0.0 0.5 0.000
H -1.25037 3.85822 1.16553 0.1 0.5 0.1 0.000
H -2.93109 4.03510 0.67033 -0.1 0.7 0.0 0.000
H -1.68838 4.92391 3.38760 -0.2 0.0 0.3 0.000
H -3.46362 4.97281 3.06619 0.1 -0.1 0.2 0.000
H -1.47054 6.62632 2.28766 0.0 0.5 -0.4 0.000
C -3.44429 2.57261 -2.82069 -0.3 -0.3 -0.2 0.000
C -4.92224 2.68165 -3.18400 1.9 2.3 -1.1 0.000
O -5.70095 1.76440 -2.52763 -1.1 -0.7 0.6 0.000
H -3.24261 2.95737 -1.82100 -0.1 -0.3 0.2 0.000
H -2.81974 3.17340 -3.48180 -0.2 -0.1 -0.2 0.000
H -3.13727 1.53215 -2.92688 0.3 0.0 0.2 0.000
H -5.06377 2.65162 -4.26436 0.2 -0.5 -0.2 0.000
H -5.18560 3.71557 -2.96092 -0.5 0.2 0.4 0.000
H -6.54987 1.74920 -2.97562 -0.2 -0.2 0.2 0.000
C 5.01681 -0.83059 1.92918 0.3 -0.9 0.0 0.002
C 5.34241 0.06752 0.76446 -0.2 0.5 1.0 0.004
O 4.13624 0.49609 0.11269 0.5 -1.4 -0.1 0.022
H 5.94845 -1.16524 2.38542 0.2 0.2 0.2 0.000
H 4.53741 -1.76368 1.63320 -0.3 0.2 -0.2 0.001
H 4.41550 -0.32482 2.68464 -0.1 0.0 -0.1 0.000
H 6.05451 -0.37990 0.07103 -0.3 -0.1 -0.2 0.000
H 5.80478 0.93749 1.23078 0.2 0.3 -0.4 0.000
H 4.07560 1.44538 0.24226 -0.1 0.4 -0.3 0.000
C -4.35358 -4.26567 0.41804 0.0 0.7 1.3 0.000
C -5.55661 -3.36524 0.83215 1.1 -0.6 -1.2 0.000
O -6.24116 -3.06560 -0.37990 -0.9 -0.4 0.9 0.000
H -3.62894 -4.32815 1.22989 0.1 -0.1 0.3 0.000
H -3.80615 -3.78768 -0.39434 -0.2 -0.2 -0.3 0.000
H -4.65846 -5.28892 0.19870 -0.1 0.2 -0.4 0.000
H -5.24919 -2.45308 1.34357 0.3 0.2 -0.1 0.000
H -6.18915 -3.87439 1.55932 -0.4 -0.2 -0.4 0.000
H -5.74066 -2.39060 -0.84409 0.0 0.5 -0.2 0.000
C 1.66239 -1.13492 6.11402 -0.1 0.9 -0.9 0.000
C 1.28794 -0.22658 7.28366 0.6 -2.0 -0.2 0.000
O 1.36398 1.09959 6.87310 -0.4 0.8 -0.1 0.000
H 1.44105 -2.20003 6.18224 0.2 0.1 0.6 0.000
H 2.69204 -0.93465 5.81770 0.2 -0.4 0.2 0.000
H 1.11482 -0.81722 5.22668 -0.3 0.2 0.0 0.000
H 2.01931 -0.37450 8.07820 0.0 -0.3 0.4 0.000
H 0.30408 -0.53567 7.63664 -0.3 0.3 0.2 0.000
H 1.04814 1.60423 7.62622 0.0 0.4 -0.1 0.000
C 2.87328 4.68749 1.29875 0.0 0.3 -0.8 0.000
C 3.13368 3.77871 0.09299 0.6 -0.1 1.0 0.000
O 4.46857 3.22668 0.25609 -0.5 -0.4 -0.2 0.000
H 3.60686 5.49368 1.30003 0.0 0.2 -0.1 0.000
H 3.00823 4.18925 2.25877 -0.3 -0.4 -0.2 0.000
H 1.88204 5.13154 1.20744 -0.1 0.0 0.2 0.000
H 3.04895 4.23530 -0.89313 0.0 0.4 0.2 0.000
H 2.43111 2.94536 0.09723 0.2 -0.1 0.1 0.000
H 5.13468 3.89813 0.09162 -0.1 0.1 -0.1 0.000
C 0.37886 5.47550 -2.03152 -0.4 0.0 -0.7 0.000
C -0.23692 6.08640 -3.32071 1.2 0.1 0.4 0.000
O 0.69517 6.02258 -4.44052 -1.1 -0.3 0.7 0.000
H 0.48853 4.41287 -2.24805 0.1 0.0 0.3 0.000
H -0.27954 5.61103 -1.17348 -0.2 -0.1 0.0 0.000
H 1.34808 5.87203 -1.72906 0.1 0.2 -0.4 0.000
H -0.57416 7.11073 -3.16228 0.1 0.2 0.0 0.000
H -1.13073 5.50281 -3.54123 0.2 -0.1 -0.5 0.000
H 1.31036 6.75810 -4.39415 -0.1 0.1 0.2 0.000
C -2.11276 -6.81608 -2.22397 1.1 0.3 -0.2 0.000
C -0.72619 -6.40492 -2.74834 -0.2 -1.1 -0.5 0.000
O -0.36008 -7.37043 -3.76557 -0.1 0.3 0.2 0.000
H -1.99045 -7.73829 -1.65592 -0.2 0.0 0.1 0.000
H -2.76653 -7.02352 -3.07110 -0.1 0.2 0.1 0.000
H -2.52137 -6.03084 -1.58794 -0.1 -0.1 0.0 0.000
H 0.05750 -6.50445 -1.99732 -0.3 0.5 0.5 0.000
H -0.69288 -5.41669 -3.20702 -0.2 0.1 0.2 0.000
H 0.58381 -7.23872 -3.88098 0.1 -0.2 -0.3 0.000
C -4.30540 0.51409 0.43514 0.6 0.0 -0.1 0.000
C -3.96996 -0.46920 -0.65457 -0.6 0.4 -0.3 0.000
O -5.11697 -0.62446 -1.48615 0.2 -1.5 0.1 0.000
H -4.61814 1.43954 -0.04841 0.0 0.2 0.2 0.000
H -3.38446 0.66413 0.99856 -0.2 0.3 0.4 0.000
H -5.11450 0.13402 1.05887 0.1 0.1 0.1 0.000
H -3.70517 -1.43382 -0.22156 0.0 -0.1 -0.2 0.000
H -3.14089 -0.11224 -1.26557 0.3 -0.1 0.1 0.000
H -5.31167 0.21848 -1.90227 0.0 0.4 -0.1 0.000
```
Forces are in eV/Å.